Record 1
Below is C63H71Ge2INS5SbSc as an isolated structure, with properties calculated with ωB97M-V with the def2-TZVPD basis set.

Structure (XYZ):
```
145
Properties=species:S:1:pos:R:3
I -2.162 1.780 -3.014
Sb -4.058 2.467 0.201
Ge 1.605 0.657 -0.511
Ge -0.428 -1.694 -0.461
Sc -1.483 1.273 -0.072
S 0.640 -0.542 1.169
S 0.601 2.559 -0.460
S -2.478 -1.000 -0.516
S 0.939 -0.863 -2.038
S -1.380 3.243 4.364
N -1.443 4.243 0.533
C -4.714 3.894 1.671
C 3.357 4.426 -2.047
C 2.839 0.092 3.948
C -0.091 6.475 1.437
C 2.616 -1.915 5.444
C -1.000 -4.329 0.722
C -0.466 6.376 0.101
C 2.064 -2.636 -6.577
C -0.791 -6.467 -0.385
C -5.669 2.513 -1.231
C -0.386 5.440 2.302
C 3.505 -2.030 3.089
C -0.849 -2.618 4.084
C 4.140 1.641 -1.639
C 2.920 3.349 -3.004
C 1.490 -3.070 -5.255
C -1.687 1.563 4.486
C -2.780 -3.509 2.289
C -4.880 0.740 1.256
C 0.124 -3.043 -5.027
C 3.342 2.024 -2.842
C 4.471 -2.276 0.781
C -2.627 -1.830 5.692
C -4.669 5.371 1.293
C -0.303 -5.824 -1.507
C -1.419 -3.624 1.973
C 5.713 0.921 0.538
C 0.665 3.019 -6.049
C -0.465 -3.672 -0.401
C 2.741 -4.326 -1.896
C 2.175 1.411 -4.849
C -1.138 5.235 -0.297
C 1.661 2.693 -4.972
C -3.139 -2.918 3.491
C 1.813 -3.908 -3.004
C 3.617 -0.325 -3.775
C 3.231 0.719 2.772
C 2.986 -1.277 4.132
C -1.758 0.975 3.258
C 3.029 2.201 2.606
C -1.348 3.134 2.627
C -1.913 -3.369 -3.605
C -0.128 -4.440 -1.526
C -0.447 -3.208 2.887
C 3.800 -0.055 1.753
C 3.558 0.959 -0.556
C 4.354 0.609 0.533
C -2.189 -2.464 4.400
C -6.130 0.955 2.101
C -0.425 -3.444 -3.812
C 3.028 1.063 -3.807
C 5.500 1.932 -1.619
C -1.128 -5.714 0.726
C 1.016 -3.453 2.626
C -3.847 -4.049 1.377
C -6.870 3.392 -0.903
C 2.078 3.658 -4.062
C -1.064 4.319 1.813
C 2.323 -3.499 -4.226
C -1.557 1.867 2.150
C 3.918 -1.437 1.901
C 0.429 -3.885 -2.800
C 6.290 1.578 -0.535
H 4.424 -0.412 -3.048
H -0.091 -2.287 4.786
H -4.194 -2.817 3.731
H 2.741 2.656 3.554
H 2.405 0.695 4.740
H -3.705 -5.114 1.186
H 1.889 0.649 -5.568
H 3.770 -4.376 -2.250
H -0.043 -6.387 -2.396
H 2.804 5.346 -2.233
H 1.707 4.673 -4.159
H 2.685 -3.002 5.389
H -3.675 5.679 0.970
H -4.942 5.996 2.147
H -3.294 -2.493 6.248
H 4.425 4.640 -2.151
H 2.236 2.424 1.885
H 3.398 -3.513 -4.380
H -7.269 3.202 0.095
H -7.683 3.221 -1.615
H -0.073 5.476 3.337
H 3.935 2.690 2.242
H 2.825 -3.338 -6.925
H 2.537 -1.655 -6.496
H 2.466 -5.297 -1.481
H 7.346 1.818 -0.525
H 4.467 -3.333 1.049
H -1.440 5.093 -1.331
H 1.049 2.760 -7.039
H -6.616 4.451 -0.955
H 1.377 -2.902 1.755
H -4.833 -3.909 1.823
H -2.305 -4.285 -3.158
H -1.785 1.101 5.456
H -0.232 7.154 -0.613
H -1.513 -6.195 1.619
H 0.444 7.346 1.795
H -1.913 -0.091 3.139
H 4.024 -0.569 -4.759
H -0.914 -7.543 -0.378
H 1.288 -2.570 -7.339
H 2.866 -1.078 -3.531
H -5.366 5.603 0.486
H -4.077 0.322 1.865
H 3.879 -2.149 -0.129
H 3.285 -1.578 6.240
H -3.175 -0.905 5.502
H 3.598 -3.106 3.201
H -6.506 0.001 2.483
H -5.730 3.601 1.937
H -2.183 -2.544 -2.940
H 1.204 -4.513 2.441
H 1.600 -1.654 5.747
H 5.494 -1.986 0.530
H -4.078 3.692 2.535
H -1.774 -1.596 6.329
H 0.415 4.080 -6.044
H -6.943 1.415 1.533
H -5.929 1.589 2.967
H 1.611 -3.137 3.483
H 6.307 0.650 1.404
H -3.828 -3.539 0.415
H -5.223 2.791 -2.186
H -5.073 0.014 0.462
H -5.957 1.463 -1.321
H -0.258 2.461 -5.881
H 3.180 4.132 -1.013
H 2.695 -3.608 -1.073
H -2.423 -3.195 -4.552
H -0.541 -2.697 -5.811
H 5.933 2.440 -2.473
```

Values from the calculation:
ΔE to the lowest compared entry with this formula, charge and spin: 20.3 kcal/mol
Largest force on an atom: 1.23 eV/Å
Electronic energy: -270532.948 eV
Charge: -1
HOMO: -0.1781 hartree

These are the Mulliken partial charges, in e, on atoms 1 to 6:
1 I -0.53
2 Sb 0.03
3 Ge -0.69
4 Ge 0.53
5 Sc -0.49
6 S -0.39



Record 2
Below is an isolated molecule of C10H9ClN2O, with properties calculated with ωB97M-V with the def2-TZVPD basis set.

Structure (XYZ):
```
23
Properties=species:S:1:pos:R:3
Cl -2.510 -3.565 0.726
O 1.781 -2.492 1.920
N 1.518 -0.448 0.963
N 2.212 0.579 0.522
C 0.013 -0.314 1.006
C -0.461 0.421 -0.256
C -2.265 -1.185 -0.639
C 0.291 1.478 -0.656
C 2.255 -1.555 1.317
C 1.640 1.551 -0.118
C -1.724 -2.020 0.412
C -1.635 -0.055 -0.928
C -0.704 -1.671 1.229
C -0.093 2.526 -1.634
H -1.920 0.460 -1.730
H 0.417 3.534 -1.421
H 3.413 -1.392 1.064
H 2.129 2.477 -0.457
H 0.194 2.165 -2.549
H -0.107 0.138 2.076
H -1.152 2.902 -1.601
H -3.121 -1.390 -1.269
H -0.172 -2.143 2.022
```

Values from the calculation:
ΔE to the lowest compared entry with this formula, charge and spin: 31.3 kcal/mol
Largest force on an atom: 4.04 eV/Å
Electronic energy: -28062.807 eV
Structure (SMILES): CC1=C2C=CC(Cl)=C[C@H]2N(C=O)N=C1
HOMO (alpha / beta): -0.2936 / -0.2936 hartree

These are the natural (NBO) partial charges, in e, on atoms 1 to 6:
1 Cl -0.01
2 O -0.58
3 N -0.26
4 N -0.19
5 C -0.10
6 C -0.05



Record 3
Below is C13H15ClN2O2SeTi as an isolated structure, with properties calculated with ωB97M-V with the def2-TZVPD basis set.

Structure (XYZ):
```
35
Properties=species:S:1:pos:R:3
Se -0.881 -1.242 1.996
Ti -0.212 -0.283 -0.218
Cl -0.040 -2.209 -1.278
O 3.235 -0.884 -0.540
O 2.557 1.311 1.033
N 1.391 -0.527 3.619
N 1.761 -2.409 2.581
C -2.200 0.120 -1.197
C -1.249 1.871 0.019
C 0.832 -1.428 2.771
C 2.896 -2.111 3.346
C -1.123 0.713 -1.993
C -2.261 0.882 0.044
C 2.665 -0.930 3.962
C 1.654 0.618 0.515
C -0.531 1.744 -1.201
C 2.110 -0.542 -0.252
C 1.558 -3.567 1.723
C -3.153 -0.950 -1.630
C 0.811 0.734 4.046
H -2.714 -1.528 -2.453
H 3.255 -0.324 4.631
H -3.372 -1.620 -0.780
H 1.637 -3.319 0.652
H 0.559 -3.988 1.892
H 0.216 2.460 -1.516
H 1.319 1.584 3.562
H -3.021 0.774 0.834
H -1.067 2.657 0.751
H 0.924 0.812 5.138
H 3.766 -2.743 3.367
H -0.893 0.490 -3.040
H -4.135 -0.590 -1.998
H -0.252 0.741 3.779
H 2.318 -4.309 1.994
```

Values from the calculation:
Largest force on an atom: 14.79 eV/Å
Electronic energy: -121764.974 eV
Charge: +2
HOMO (alpha / beta): -0.5885 / -0.5886 hartree

These are the natural (NBO) partial charges, in e, on atoms 1 to 6:
1 Se 0.12
2 Ti 0.64
3 Cl -0.15
4 O -0.16
5 O -0.25
6 N -0.32